{
  "formula": "C60H58O3PS5Sr",
  "method": "wB97M-V/def2-TZVPD",
  "orbital_gap_ev": 6.54,
  "multiplicity": 1,
  "de_lowest_kcal_mol": 29.1,
  "charge": 1,
  "elements": ["Sr", "C", "C", "C", "C", "C", "C", "C", "S", "O", "C", "C", "C", "C", "C", "C", "C", "C", "C", "C", "C", "C", "C", "C", "C", "C", "C", "C", "C", "C", "S", "O", "C", "C", "C", "C", "C", "C", "C", "H", "H", "H", "H", "H", "H", "H", "H", "H", "H", "H", "H", "H", "H", "H", "H", "H", "H", "H", "H", "H", "H", "H", "H", "H", "H", "C", "C", "C", "C", "C", "C", "P", "C", "C", "C", "C", "C", "C", "C", "C", "C", "C", "C", "C", "H", "H", "H", "H", "H", "H", "H", "H", "H", "H", "H", "H", "H", "H", "C", "C", "S", "C", "C", "S", "C", "C", "S", "H", "H", "H", "H", "H", "H", "H", "H", "H", "H", "H", "H", "C", "C", "O", "H", "H", "H", "H", "H", "H"],
  "positions_angstrom": [[0.22641, -0.61366, 0.11545], [4.46517, 2.70584, 7.02344], [3.95429, 1.95767, 5.82504], [3.17987, 2.59788, 4.86059], [2.69790, 1.91410, 3.75444], [2.99508, 0.57340, 3.61703], [3.74939, -0.09465, 4.56984], [4.22370, 0.59713, 5.66856], [2.48016, -0.37319, 2.18817], [1.64198, 0.54285, 1.34485], [4.14128, -0.35515, 1.46211], [4.90924, 0.81821, 1.34319], [6.15284, 0.74356, 0.78775], [6.68120, -0.48715, 0.32226], [7.95550, -0.57218, -0.28419], [8.42790, -1.76812, -0.74890], [7.64813, -2.93625, -0.63340], [6.41722, -2.89230, -0.04416], [5.90777, -1.66960, 0.45010], [4.61790, -1.57254, 1.03500], [3.70544, -2.74158, 1.11710], [3.81814, -3.71643, 2.13578], [4.85452, -3.67874, 3.09972], [4.89352, -4.60060, 4.10680], [3.89658, -5.59418, 4.20608], [2.89616, -5.66579, 3.27905], [2.83515, -4.73832, 2.21189], [1.80833, -4.79414, 1.24507], [1.70070, -3.83346, 0.28007], [2.64653, -2.79721, 0.23157], [2.47609, -1.45718, -0.98405], [1.09205, -1.65340, -1.52222], [3.55271, -2.22236, -2.18988], [4.61620, -1.48273, -2.67819], [5.46419, -2.05017, -3.61607], [5.25700, -3.34831, -4.06678], [6.20805, -3.99493, -5.03183], [4.15465, -4.05978, -3.58536], [3.29979, -3.50496, -2.65317], [4.71147, 3.73590, 6.76938], [5.34881, 2.22397, 7.43800], [3.70260, 2.73528, 7.80459], [2.96241, 3.65301, 4.97453], [2.09688, 2.41641, 3.00492], [3.95907, -1.15228, 4.44409], [4.81459, 0.07552, 6.41149], [4.51490, 1.75526, 1.71359], [6.76143, 1.63564, 0.70484], [8.55627, 0.32466, -0.37359], [9.40525, -1.82604, -1.20964], [8.02582, -3.87267, -1.02333], [5.80818, -3.78524, 0.03212], [5.61034, -2.90562, 3.02408], [5.69462, -4.57727, 4.83387], [3.93286, -6.30502, 5.02091], [2.12394, -6.42275, 3.35040], [1.08443, -5.59761, 1.29728], [0.90107, -3.85721, -0.44757], [4.78170, -0.47055, -2.32794], [6.29687, -1.47177, -3.99601], [6.83928, -3.25726, -5.52371], [5.67239, -4.56157, -5.79279], [6.85621, -4.69594, -4.50091], [3.96411, -5.06172, -3.94964], [2.44177, -4.06001, -2.29709], [-2.43840, -7.04427, 3.42743], [-2.41139, -5.98234, 4.32025], [-2.04409, -4.71502, 3.89238], [-1.69433, -4.50128, 2.56106], [-1.73745, -5.57150, 1.66622], [-2.11286, -6.83532, 2.09506], [-1.10272, -2.90196, 1.89546], [-0.57713, -2.02975, 3.42380], [0.35590, -2.64102, 4.26781], [0.84231, -1.97602, 5.38108], [0.42610, -0.67856, 5.65355], [-0.47876, -0.05514, 4.81062], [-0.98396, -0.72462, 3.70235], [-2.59121, -1.95959, 1.43373], [-3.85847, -2.29802, 1.91104], [-4.96394, -1.58250, 1.48309], [-4.78549, -0.54920, 0.57487], [-3.51305, -0.21731, 0.12299], [-2.35624, -0.90123, 0.52865], [-2.71770, -8.03177, 3.77066], [-2.67411, -6.13946, 5.35868], [-2.02780, -3.88940, 4.59167], [-1.47808, -5.40498, 0.62571], [-2.14435, -7.66122, 1.39579], [0.68317, -3.65424, 4.06511], [1.55193, -2.46927, 6.03520], [0.81934, -0.14821, 6.51182], [-0.80280, 0.95821, 5.01652], [-1.71456, -0.24518, 3.05906], [-3.98154, -3.12287, 2.60493], [-5.95206, -1.83655, 1.84521], [-5.64674, 0.00437, 0.21499], [-3.42112, 0.60735, -0.57972], [-3.56011, 4.62836, -0.13923], [-3.14386, 4.33584, 1.30695], [-2.29716, 2.74430, 1.63988], [-0.53320, 3.17894, 1.76806], [0.13338, 3.74407, 0.52755], [0.27173, 2.66486, -0.94209], [-1.39888, 2.70010, -1.68361], [-1.82410, 3.99913, -2.34059], [-2.27616, 5.36564, -1.21122], [-4.35071, 5.37892, -0.11396], [-3.95042, 3.73903, -0.63377], [-4.05260, 4.25867, 1.90579], [-2.52886, 5.13995, 1.71151], [-0.07594, 2.23031, 2.05676], [-0.43265, 3.89152, 2.59071], [1.17269, 3.98366, 0.76870], [-0.35538, 4.65429, 0.20170], [-2.09244, 2.39835, -0.90672], [-1.36653, 1.90001, -2.42487], [-2.69147, 3.81403, -2.97634], [-1.02639, 4.41918, -2.95300], [-2.35500, -1.24833, -5.07623], [-1.26614, -0.98897, -4.04910], [-1.75223, -0.29983, -2.89965], [-1.92425, -1.69071, -5.97536], [-2.85329, -0.31864, -5.35014], [-3.10180, -1.93907, -4.68002], [-0.49549, -0.34113, -4.46871], [-0.79493, -1.93265, -3.75301], [-2.44265, -0.83241, -2.48567]],
  "forces_ev_per_angstrom": [[-5.331, 1.556, 1.293], [-0.073, -0.007, 0.002], [-0.031, -0.051, 0.000], [0.086, 0.018, 0.071], [-0.214, 0.045, -0.193], [-0.178, -0.165, 0.221], [-0.074, -0.134, -0.040], [-0.002, 0.024, -0.066], [1.698, 0.602, 1.308], [1.008, 1.474, 0.933], [-0.107, -0.619, -0.132], [0.015, 0.149, 0.044], [-0.099, 0.101, 0.048], [-0.088, -0.211, 0.014], [0.114, -0.015, -0.013], [-0.001, 0.086, 0.014], [-0.074, -0.108, -0.013], [-0.011, -0.042, -0.053], [0.137, 0.199, -0.011], [-0.263, 0.112, 0.130], [-0.308, 0.035, -0.363], [-0.113, -0.125, -0.116], [0.051, 0.040, 0.118], [0.090, 0.112, -0.057], [-0.129, -0.103, -0.052], [0.014, -0.065, 0.084], [0.124, 0.079, -0.002], [0.029, 0.027, -0.063], [-0.017, -0.075, -0.247], [0.421, 0.133, 0.509], [2.632, -2.181, -1.285], [0.441, -1.472, -2.567], [0.256, 0.644, -0.151], [-0.077, 0.122, 0.103], [0.054, -0.045, -0.005], [0.052, 0.002, -0.015], [-0.013, -0.008, 0.016], [-0.048, 0.063, 0.067], [-0.100, -0.127, 0.011], [0.025, -0.004, 0.004], [0.014, 0.029, 0.015], [0.018, -0.002, 0.012], [-0.023, -0.001, -0.025], [0.017, -0.024, 0.019], [0.027, -0.001, 0.069], [0.010, 0.025, 0.005], [0.039, 0.032, -0.043], [-0.012, 0.006, -0.031], [-0.022, 0.010, 0.000], [-0.004, 0.031, -0.002], [0.014, 0.004, 0.027], [0.040, -0.009, 0.009], [0.024, -0.044, 0.038], [-0.013, 0.034, 0.009], [-0.003, -0.005, -0.006], [0.032, -0.022, 0.003], [-0.040, 0.027, 0.017], [-0.061, 0.002, 0.053], [0.021, 0.003, 0.004], [0.016, -0.024, -0.007], [0.001, -0.010, -0.009], [0.005, 0.012, -0.016], [0.013, 0.011, -0.027], [0.009, -0.002, -0.002], [0.027, -0.016, -0.008], [-0.019, 0.008, 0.026], [-0.018, 0.019, 0.072], [-0.020, -0.016, -0.112], [0.297, -0.010, -0.186], [-0.009, 0.031, 0.098], [-0.023, -0.066, -0.045], [-0.583, 0.426, 0.332], [0.182, -0.031, -0.034], [0.012, 0.130, 0.045], [0.072, -0.053, -0.015], [0.072, 0.088, 0.020], [0.030, 0.099, 0.028], [-0.005, -0.102, -0.086], [-0.216, -0.141, -0.294], [0.033, -0.052, 0.069], [0.021, -0.097, 0.064], [-0.032, 0.198, -0.156], [-0.008, -0.123, 0.101], [0.146, -0.108, 0.018], [-0.006, -0.002, -0.012], [-0.019, -0.011, -0.010], [0.008, -0.022, 0.039], [0.007, -0.027, -0.007], [-0.004, 0.017, -0.015], [0.031, -0.031, -0.010], [-0.016, 0.005, 0.006], [-0.013, -0.025, 0.024], [-0.023, -0.017, 0.004], [0.009, 0.030, 0.040], [-0.048, 0.012, -0.001], [-0.006, 0.003, -0.015], [-0.007, -0.017, 0.018], [-0.056, 0.046, 0.002], [0.364, 0.124, -0.093], [0.159, -0.361, -0.031], [0.014, 0.141, -0.120], [-0.482, -0.047, -0.140], [0.268, -0.245, -0.082], [-0.328, -0.116, 0.168], [0.327, 0.031, 0.023], [-0.187, 0.189, 0.345], [-0.049, -0.111, -0.030], [-0.084, -0.081, -0.005], [-0.085, -0.009, 0.055], [0.023, 0.129, 0.054], [-0.082, 0.065, 0.025], [0.086, 0.076, 0.090], [0.148, -0.033, 0.019], [0.005, 0.029, -0.026], [0.043, 0.125, 0.038], [-0.142, -0.069, -0.039], [-0.023, 0.009, 0.010], [0.062, -0.064, -0.072], [-0.015, -0.040, -0.069], [0.091, 0.040, 0.113], [-0.109, -0.028, -0.102], [0.111, -0.081, 0.098], [-0.030, -0.027, -0.010], [0.002, 0.003, -0.008], [-0.021, 0.003, -0.024], [0.034, -0.043, 0.012], [0.064, 0.051, 0.003], [0.007, 0.046, 0.141]]
}